No. 1
{"formula": "C28H104N44O24", "method": "ωB97M-V/def2-TZVPD", "symbols": ["C", "C", "C", "O", "H", "H", "H", "H", "H", "H", "H", "H", "C", "C", "C", "O", "H", "H", "H", "H", "H", "H", "H", "H", "C", "O", "N", "N", "H", "H", "H", "H", "C", "O", "N", "N", "H", "H", "H", "H", "C", "O", "N", "N", "H", "H", "H", "H", "C", "O", "N", "N", "H", "H", "H", "H", "C", "O", "N", "N", "H", "H", "H", "H", "C", "O", "N", "N", "H", "H", "H", "H", "C", "O", "N", "N", "H", "H", "H", "H", "C", "O", "N", "N", "H", "H", "H", "H", "C", "O", "N", "N", "H", "H", "H", "H", "C", "O", "N", "N", "H", "H", "H", "H", "C", "O", "N", "N", "H", "H", "H", "H", "C", "O", "N", "N", "H", "H", "H", "H", "C", "O", "N", "N", "H", "H", "H", "H", "C", "O", "N", "N", "H", "H", "H", "H", "C", "O", "N", "N", "H", "H", "H", "H", "C", "O", "N", "N", "H", "H", "H", "H", "C", "O", "N", "N", "H", "H", "H", "H", "C", "O", "N", "N", "H", "H", "H", "H", "C", "O", "N", "N", "H", "H", "H", "H", "C", "O", "N", "N", "H", "H", "H", "H", "C", "O", "N", "N", "H", "H", "H", "H", "C", "O", "N", "N", "H", "H", "H", "H"], "positions_angstrom": [[8.05518, -10.14254, -7.33195], [6.61234, -9.81110, -7.15008], [5.73685, -11.11459, -7.16072], [6.43062, -9.07276, -5.95531], [8.43428, -10.70569, -6.47917], [8.63466, -9.24780, -7.55938], [8.13014, -10.79030, -8.20539], [6.36953, -9.18759, -8.01053], [6.00344, -11.76797, -6.32999], [5.86797, -11.78838, -8.00743], [4.69743, -10.86772, -6.94447], [6.13322, -9.63047, -5.23273], [5.49727, -7.43261, -2.91698], [6.76645, -8.20249, -2.44076], [7.57906, -7.51292, -1.37455], [6.32871, -9.52655, -2.15450], [4.73458, -7.62413, -2.16219], [4.99126, -7.81280, -3.80440], [5.72918, -6.36787, -2.94255], [7.37826, -8.25799, -3.34115], [8.26969, -8.20647, -0.89483], [7.03373, -7.21043, -0.48055], [8.10375, -6.59067, -1.62409], [6.80853, -10.21698, -2.61784], [4.30044, -12.82794, -3.22455], [3.29891, -13.57096, -3.24362], [5.54578, -13.24370, -3.51130], [4.24021, -11.51194, -2.97921], [6.37089, -12.67103, -3.61794], [5.63003, -14.20701, -3.80289], [3.32555, -11.11701, -2.81328], [5.05396, -10.94513, -2.78779], [3.20985, -10.70260, -9.97226], [3.09535, -11.88040, -9.61434], [3.16461, -10.26285, -11.14149], [3.54073, -9.78203, -9.13216], [2.70431, -10.66440, -11.94584], [3.31453, -9.26481, -11.18051], [3.84524, -8.87043, -9.44257], [3.59777, -10.00774, -8.14935], [-1.00801, -10.64042, -9.75169], [-1.43693, -9.90272, -8.88471], [-1.65294, -10.82642, -10.86273], [0.03631, -11.38734, -9.71946], [-1.17728, -11.28251, -11.62812], [-2.42711, -10.19349, -11.00474], [0.26183, -12.01894, -10.47467], [0.62879, -11.25141, -8.91286], [8.76469, -14.38825, -6.75168], [8.90841, -15.12072, -7.71799], [9.67799, -13.68496, -6.16360], [7.57139, -14.09985, -6.28697], [10.61177, -13.79012, -6.53386], [9.44019, -12.91610, -5.55335], [7.51697, -13.41430, -5.54727], [6.68526, -14.52786, -6.51427], [1.48263, -11.56008, -5.89491], [0.50929, -11.03550, -6.30746], [1.69853, -12.74186, -5.46267], [2.68175, -11.03737, -5.88401], [2.45189, -12.86641, -4.80158], [0.93835, -13.40427, -5.40400], [3.35116, -11.53927, -5.31824], [2.85963, -10.10944, -6.24095], [1.62331, -8.92182, -2.51274], [1.96350, -10.05103, -2.30211], [1.07916, -8.24097, -1.55325], [1.60888, -8.27339, -3.64506], [0.54471, -8.61905, -0.78414], [0.83080, -7.29910, -1.82027], [1.13622, -7.38081, -3.64247], [1.85021, -8.62198, -4.56176], [5.27489, -17.14602, -3.78501], [4.19233, -17.60959, -4.08547], [5.76811, -17.22064, -2.60060], [5.98510, -16.49373, -4.60543], [6.62055, -16.75293, -2.32735], [5.37310, -17.86302, -1.92872], [6.80408, -15.98912, -4.29766], [5.69720, -16.35069, -5.56290], [7.00757, -3.14245, -4.28790], [7.45303, -3.20500, -5.41505], [6.90920, -4.14100, -3.47329], [6.34689, -2.15435, -3.73347], [7.43524, -4.98005, -3.67169], [6.44565, -3.97736, -2.59099], [6.24276, -2.23976, -2.73249], [6.28712, -1.22853, -4.13271], [13.37747, -13.64417, -9.53528], [12.93005, -14.27854, -8.58624], [14.58937, -13.56855, -9.93073], [12.63614, -13.00128, -10.38498], [14.64897, -13.23657, -10.88275], [15.11778, -14.26187, -9.42063], [13.00756, -12.57366, -11.22121], [11.62985, -13.08088, -10.35134], [8.19665, -9.29941, -11.10835], [8.38303, -10.31737, -11.77814], [7.03254, -8.71432, -11.00841], [9.10573, -8.53799, -10.64937], [6.22792, -9.29548, -11.19530], [7.00430, -7.95081, -10.34784], [8.76759, -7.80254, -10.04532], [9.97475, -8.46939, -11.15946], [4.40403, -6.43301, -11.50185], [4.30169, -7.06263, -10.48487], [5.05309, -6.68022, -12.62029], [3.92878, -5.21939, -11.64773], [4.97975, -5.92130, -13.28269], [5.70482, -7.43914, -12.75957], [3.75750, -4.82460, -12.56146], [3.53883, -4.79501, -10.81830], [2.68467, -4.66954, -4.20619], [1.60564, -5.23671, -4.22743], [2.83351, -3.43905, -3.73590], [3.82219, -5.25185, -4.49245], [2.11892, -2.73200, -3.63814], [3.77772, -3.15210, -3.52090], [3.90396, -6.23737, -4.69780], [4.64332, -4.76056, -4.16924], [11.67318, -10.64877, -7.64385], [12.39060, -9.86202, -6.96038], [11.64009, -11.95443, -7.46840], [10.89912, -10.21914, -8.58985], [12.20747, -12.42199, -6.77589], [10.90347, -12.43082, -7.96892], [10.31931, -10.87059, -9.09927], [10.83238, -9.24013, -8.82899], [3.08545, -7.39092, -7.10601], [2.92152, -8.14549, -6.19935], [4.34528, -6.90057, -7.39814], [2.12306, -6.93260, -7.87583], [4.41688, -6.25660, -8.17292], [5.10248, -7.52512, -7.16006], [2.19140, -6.11227, -8.46106], [1.20618, -7.09618, -7.48510], [4.70568, -14.59161, -8.01002], [5.00105, -15.48457, -7.22723], [5.33958, -14.17839, -9.08027], [3.54485, -14.02941, -8.07134], [4.98024, -13.48908, -9.72511], [6.24680, -14.61249, -9.17311], [3.42097, -13.31203, -8.77142], [2.83911, -14.00389, -7.34927], [7.56704, -5.69390, -8.18072], [7.38579, -6.45228, -9.12904], [6.69568, -5.25754, -7.32309], [8.67727, -4.99197, -8.18374], [5.75478, -5.61943, -7.26110], [7.07764, -4.65785, -6.60576], [8.82352, -4.26155, -7.50170], [9.30693, -5.16194, -8.95493], [9.43878, -4.62761, -11.74587], [9.43554, -4.05653, -10.68650], [10.23088, -4.35272, -12.72521], [8.64660, -5.54815, -11.98357], [11.07322, -3.84296, -12.50001], [10.12518, -4.55578, -13.70893], [8.52107, -5.98785, -12.88412], [8.07921, -5.87913, -11.21636], [9.13077, -13.45458, -10.53970], [9.75188, -12.87033, -9.67003], [8.99929, -14.72807, -10.51036], [8.52281, -13.00028, -11.58000], [9.27930, -15.18570, -9.65463], [8.41760, -15.20196, -11.18651], [8.45901, -12.00435, -11.73537], [8.23848, -13.69556, -12.25517], [9.64192, -7.01906, -4.84018], [8.94796, -6.12940, -4.40818], [9.23655, -8.08202, -5.45112], [10.89719, -7.06650, -4.53600], [8.31101, -7.92212, -5.82249], [9.91304, -8.69663, -5.88091], [11.29670, -6.25583, -4.08512], [11.31313, -7.97745, -4.40452], [11.88746, -6.71522, -8.69406], [11.58565, -7.58084, -9.42317], [12.36023, -6.93821, -7.50807], [11.78619, -5.44744, -9.06501], [12.63335, -6.19471, -6.88140], [12.67638, -7.88450, -7.35096], [12.15725, -4.74516, -8.44115], [11.43081, -5.20984, -9.98008], [14.71199, -9.20308, -10.29965], [15.39170, -8.75482, -11.15406], [13.50132, -9.50946, -10.52970], [15.01710, -9.30501, -9.00936], [12.82734, -9.32165, -9.80129], [13.17512, -9.57504, -11.48333], [14.60540, -9.97755, -8.37825], [15.81962, -8.73759, -8.77676], [8.88375, -11.65252, -3.58760], [7.69781, -11.61091, -3.79567], [9.65853, -10.60351, -3.70703], [9.41390, -12.74038, -3.08481], [10.62236, -10.70438, -3.42248], [9.24379, -9.71999, -3.96681], [8.89136, -13.57875, -2.87457], [10.36203, -12.65257, -2.74800]], "e_homo_ev": -8.34, "lumo_energy_ev": -0.40, "charge": 0, "total_energy_ha": -5344.9659}


No. 2
{"formula": "C28H10BrCl5F13I2IrO2P", "method": "ωB97M-V/def2-TZVPD", "symbols": ["Ir", "Cl", "C", "C", "Cl", "C", "Cl", "C", "O", "C", "Cl", "C", "Cl", "F", "C", "C", "F", "C", "F", "C", "P", "C", "C", "C", "C", "C", "C", "C", "C", "C", "C", "C", "C", "C", "Br", "C", "F", "H", "H", "H", "H", "H", "H", "H", "H", "H", "H", "F", "C", "F", "F", "C", "O", "C", "F", "F", "F", "C", "F", "F", "F", "I", "I"], "positions_angstrom": [[-0.24901, 0.00348, 0.52131], [-7.72299, 0.97624, -0.07132], [-6.04755, 0.88446, -0.24588], [-5.27542, 1.99158, 0.11459], [-5.88553, 3.47264, 0.66091], [-3.90271, 1.85355, 0.06549], [-2.80672, 3.05260, 0.56010], [-3.30047, 0.77767, -0.63822], [-2.07863, 0.64703, -0.84723], [-4.17322, -0.28290, -1.16167], [-3.34656, -1.54171, -1.95394], [-5.48162, -0.26263, -0.97009], [-6.55621, -1.43922, -1.50957], [3.90938, 4.86261, -3.08278], [3.28035, 3.82937, -2.63354], [3.39064, 2.65130, -3.33330], [4.02818, 2.62074, -4.49170], [2.85493, 1.52025, -2.78093], [3.09731, 0.29671, -3.29956], [2.08307, 1.51972, -1.61216], [1.62927, -0.07934, -0.83961], [1.10124, -1.25319, -2.19384], [1.72205, -2.48284, -2.39256], [1.26171, -3.42345, -3.26486], [0.04443, -3.17677, -3.96943], [-0.67340, -2.08570, -3.56574], [-0.15767, -1.11291, -2.79883], [3.08338, -0.72979, 0.09865], [4.18392, -1.26398, -0.56041], [5.11210, -1.94189, 0.19703], [5.07658, -1.89703, 1.64540], [3.97141, -1.31152, 2.25007], [2.93260, -0.78587, 1.48785], [1.83424, 2.75857, -0.97380], [0.76633, 3.01190, 0.48594], [2.49032, 3.83953, -1.49639], [2.32452, 5.07412, -1.00043], [2.63657, -2.64100, -1.71832], [1.81270, -4.30915, -3.40086], [-0.34520, -3.89623, -4.70498], [-1.62558, -1.94714, -3.99025], [-0.70300, -0.16474, -2.62775], [4.29886, -1.12910, -1.60657], [5.83153, -2.47380, -0.37701], [5.87341, -2.36318, 2.18193], [3.95243, -1.34312, 3.36898], [2.16505, -0.28374, 2.05310], [-0.05059, 1.93316, 4.19165], [-1.40643, 1.85191, 4.14549], [-1.80508, 1.85579, 5.44968], [-1.95251, 2.90306, 3.55258], [-1.76754, 0.60196, 3.28757], [-1.37581, 0.80176, 2.02638], [-3.32521, 0.32404, 3.34544], [-3.66203, -0.32788, 2.20998], [-3.70280, -0.47162, 4.34233], [-4.07053, 1.42150, 3.39470], [-1.07909, -0.63886, 4.05251], [0.21137, -0.74400, 3.80690], [-1.26986, -0.60218, 5.35776], [-1.61520, -1.78920, 3.57166], [-0.92885, -2.89952, 0.64233], [1.38311, -4.24207, 1.04521]], "e_homo_ev": [-11.32, -12.08], "s2": 6.042, "multiplicity": 5, "lumo_energy_ev": [-4.86, -5.80], "charge": 1, "total_energy_ha": -8437.4633}


Calculated energy relative to the best compared isomer or geometry (same formula, charge and spin) (kJ/mol), listed in the same order as above: 0.00; 15.28
Calculated F_max (eV/Å), listed in the same order as above: 9.0; 3.7